# 1
20
Properties=species:S:1:pos:R:3:forces:R:3 method="wB97M-V/def2-TZVPD" spin_multiplicity=1 total_charge=-2 e_above_lowest_kcal_mol=13.6 orbital_gap_ev=6.7 total_energy_ev=-12530.1837
O -0.66783 1.95144 1.82980 -0.316 0.121 -0.010
O 1.25920 -1.85146 -2.33998 -0.292 -0.138 0.118
O -2.93363 2.86001 3.12050 -0.232 0.300 0.021
O 0.06033 -3.97989 -2.20679 0.008 -0.017 0.240
C 0.35553 -0.29334 -0.62871 -0.159 -0.661 -0.215
C 0.88400 0.78000 0.29958 -0.208 0.016 1.528
C -0.03527 2.02647 0.61867 0.625 -0.865 0.852
C 1.39246 -1.36936 -1.03640 0.300 -0.105 -1.040
H -0.45785 -0.85694 -0.17852 -0.317 0.134 0.499
H 0.97841 0.38066 1.32668 0.054 -0.224 -0.290
H -0.17130 -3.94660 -1.26916 -0.033 -0.097 -0.230
H 0.67836 2.88367 0.64235 -0.247 0.310 -0.662
H -2.26814 3.23451 2.50870 0.166 -0.510 0.123
H -2.62612 1.94426 3.08798 0.231 0.060 -0.172
H -0.13768 0.09912 -1.52686 0.578 0.226 -0.172
H 1.91976 1.05845 0.06344 -0.111 0.198 -0.541
H -0.75017 2.05318 -0.21186 -0.116 0.619 -0.562
H 2.40292 -0.94008 -0.94704 0.129 0.231 0.247
H 0.65104 -2.93397 -2.31649 0.077 0.198 0.033
H 1.37498 -2.22562 -0.33085 -0.135 0.202 0.233

# 2
20
Properties=species:S:1:pos:R:3:forces:R:3 method="wB97M-V/def2-TZVPD" spin_multiplicity=1 e_above_lowest_kcal_mol=55.5 orbital_gap_ev=10.6 smiles=OCCO.OCCO total_energy_ev=-12530.6866
O 0.00000 0.00000 0.00000 0.393 -2.483 0.497
O -0.74338 -1.28239 -2.15216 0.042 1.029 -2.013
O 0.85720 3.03703 -6.02778 -1.163 1.276 0.149
O 0.24921 0.51011 -5.29564 -0.536 -0.467 -1.682
C 0.61172 -1.34339 -0.23713 0.133 -0.725 0.015
C 0.80542 2.71806 -4.63242 1.001 -0.553 -0.252
C -0.33312 -2.13691 -1.15839 -0.917 0.671 1.402
C -0.10604 1.49373 -4.42348 0.591 2.020 2.604
H -0.71286 -0.38686 -1.75531 -0.078 -0.566 -0.346
H -0.74438 -0.27216 0.57639 0.342 0.766 -0.317
H 1.63138 -1.24574 -0.65690 -0.704 0.429 0.139
H 0.67949 -1.97786 0.66747 0.173 0.860 0.097
H 0.04410 0.91610 -6.16368 0.497 -0.644 0.301
H -1.17047 1.79739 -4.40723 0.185 -0.332 -0.306
H 0.17400 1.19340 -3.39545 -0.503 -0.321 -0.338
H 1.83825 2.38812 -4.40917 -0.469 0.144 0.132
H -1.26618 -2.27771 -0.57958 0.351 -0.747 0.486
H -0.00816 -3.13139 -1.52015 0.247 0.767 0.055
H 0.19508 3.75344 -6.12136 0.625 -0.612 -0.420
H 0.59656 3.61205 -4.01389 -0.209 -0.512 -0.204

# 3
20
Properties=species:S:1:pos:R:3:forces:R:3 method="wB97M-V/def2-TZVPD" spin_multiplicity=1 e_above_lowest_kcal_mol=253.5 orbital_gap_ev=3.6 total_energy_ev=-12522.1009
O 0.04396 -2.91538 0.54966 0.681 0.556 -0.034
O -1.53038 -0.83922 -1.26271 -1.200 1.097 -0.180
O 0.16792 2.45282 0.38330 2.266 -2.473 -0.956
O -0.12500 1.39158 -1.83083 0.785 -2.608 0.128
C 0.79511 -0.64563 0.26451 1.041 2.879 1.261
C -0.09943 0.11682 1.22635 -1.322 -1.365 0.539
C 0.28876 1.58272 1.50813 -0.284 0.643 -0.174
C 0.59311 -2.08688 -0.10980 -0.539 -1.039 -2.501
H -0.95112 0.75366 -1.75294 0.784 0.036 0.293
H 1.33254 1.66386 1.85100 -0.125 -0.334 0.296
H 0.66084 -0.12906 -0.65901 0.069 -0.098 -1.215
H -2.52510 -0.87088 -1.26044 1.509 -0.056 0.000
H -1.21191 0.04947 0.91432 1.714 0.179 -0.245
H -0.29783 2.28600 -1.98678 -1.151 1.965 -0.593
H -0.06760 -0.43456 2.16158 0.027 0.167 0.498
H 0.62517 1.71550 -0.62650 -2.159 1.476 1.061
H 2.11352 1.20084 -0.32992 -1.284 -0.246 0.309
H 0.89849 -2.23084 -1.25748 -0.325 -0.226 2.231
H -0.39239 1.95471 2.30421 0.330 -0.154 -0.526
H 1.89812 -0.47933 0.59142 -0.818 -0.399 -0.193

# 4
23
Properties=species:S:1:pos:R:3:forces:R:3 method="wB97M-V/def2-TZVPD" spin_multiplicity=1 e_above_lowest_kcal_mol=0.9 orbital_gap_ev=10.2 total_energy_ev=-33294.5781
S 0.16679 -1.87790 -1.99357 -2.740 1.942 1.227
Si -0.01056 0.75531 0.10112 0.489 -0.473 -2.049
O 0.70777 -0.10909 1.22697 0.706 -1.261 1.449
O 1.06738 1.90480 -0.36295 -1.288 -0.527 1.760
O -0.32432 -0.41052 -1.08613 -0.082 -0.823 -0.543
O 1.56705 -2.04971 -1.79416 1.658 -0.573 0.383
O -1.40288 1.50958 0.52387 1.472 -0.731 -1.297
C -0.71977 -3.18049 -0.91789 2.073 3.444 0.823
C 1.42664 2.18226 -1.68243 2.330 -0.119 1.911
C 1.52588 0.33976 2.28723 0.356 1.936 0.992
C -2.55754 0.79858 0.84218 -2.550 1.260 2.143
H 2.24718 2.90483 -1.60493 -0.487 0.299 -0.500
H 2.63121 0.03114 2.24196 -1.521 0.718 -0.791
H -0.92471 -2.61052 0.00372 0.868 -0.775 0.165
H 1.23469 -0.13277 3.25995 -0.357 0.576 -0.802
H 0.58048 2.47848 -2.18031 -1.607 0.958 -1.869
H -0.07064 -4.01517 -0.94708 0.596 -0.776 0.548
H -1.65752 -3.36904 -1.25771 -2.627 -0.701 -1.731
H 1.36039 1.52364 2.31507 1.004 -2.506 0.515
H -2.54600 0.81700 1.97380 -0.609 -0.347 -0.994
H 1.87189 1.28584 -2.01499 0.352 -0.990 -1.389
H -2.74088 -0.27316 0.55049 0.734 1.127 -0.402
H -3.43252 1.49714 0.51579 1.231 -1.660 0.452

# 5
18
Properties=species:S:1:pos:R:3:forces:R:3 method="wB97M-V/def2-TZVPD" spin_multiplicity=1 e_above_lowest_kcal_mol=9.8 orbital_gap_ev=9.7 smiles=CCSCC.O total_energy_ev=-17225.1207
S 0.76122 -0.57813 0.58859 -1.095 0.888 1.008
O 1.50382 -1.52347 -2.78325 -0.683 -0.271 0.745
C 1.13313 1.35869 -1.23720 -0.702 0.344 -1.363
C -0.55825 -0.54104 1.89787 0.374 -0.307 0.358
C 0.43479 1.15311 0.07042 0.847 0.104 1.049
C -1.95579 -0.74727 1.33610 -0.166 -0.212 -0.293
H 2.15787 0.95137 -1.26188 -0.369 0.204 0.202
H 0.53743 0.86018 -2.02030 0.458 0.301 -0.033
H 1.43711 -1.00816 -1.94763 -0.042 -0.738 -0.822
H -1.94528 -1.63032 0.67524 -0.185 0.354 0.245
H -0.65548 1.33979 0.11421 0.674 -0.067 -0.505
H 1.17785 2.43752 -1.46247 0.081 -0.434 -0.111
H 0.84325 -2.24582 -2.68262 0.721 0.817 -0.001
H -0.33669 -1.33149 2.64053 0.053 0.400 -0.434
H 0.92644 1.86723 0.75872 -0.421 -0.595 0.265
H -2.28831 0.12638 0.75061 0.050 -0.408 0.197
H -0.49151 0.43526 2.41541 0.171 -0.516 -0.215
H -2.68161 -0.92382 2.14765 0.232 0.138 -0.292

# 6
18
Properties=species:S:1:pos:R:3:forces:R:3 method="wB97M-V/def2-TZVPD" spin_multiplicity=1 e_above_lowest_kcal_mol=25.3 orbital_gap_ev=9.6 smiles=CCO.CCS total_energy_ev=-17224.4482
S 1.17384 2.71455 -0.52302 0.045 0.132 0.349
O -1.40281 -3.16773 0.59356 0.323 0.229 -0.225
C 0.00795 -3.38541 0.81656 -1.155 -0.074 0.439
C 0.55309 -2.42443 1.85257 0.528 0.723 -0.012
C -1.37601 2.16100 -1.19333 -1.298 -0.715 0.229
C -0.03399 1.46921 -1.07664 0.818 0.254 -0.456
H 0.54840 -2.81045 2.87077 -0.215 -0.096 -0.061
H 1.58104 -2.11420 1.64047 0.014 -0.217 -0.047
H -2.02300 1.79958 -0.39010 0.058 0.229 0.172
H 0.33980 1.06079 -1.99161 0.000 0.318 -1.127
H 2.13596 1.96131 0.02723 -0.112 -0.203 -0.103
H -0.03060 0.55467 -0.51461 -0.292 -0.006 1.200
H -0.02720 -1.49774 1.83897 -0.069 -0.086 0.049
H -1.48106 -2.37979 0.03755 -0.094 -0.223 0.212
H -1.93290 1.88212 -2.08995 0.312 0.017 -0.201
H -1.39566 3.24817 -1.12953 0.472 -0.040 -0.053
H 0.51484 -3.32322 -0.13828 0.361 -0.070 -0.123
H 0.03518 -4.39835 1.20767 0.304 -0.172 -0.239

# 7
19
Properties=species:S:1:pos:R:3:forces:R:3 method="wB97M-V/def2-TZVPD" spin_multiplicity=1 e_above_lowest_kcal_mol=13.7 orbital_gap_ev=9.2 smiles=CCSCSC.O total_energy_ev=-28060.2727
S 1.59141 -0.77964 -0.33978 0.887 0.747 0.801
S 0.10742 -3.38104 0.15306 -0.602 -0.199 -0.705
O 3.58845 -8.71147 1.39056 0.244 -1.121 -0.419
C 1.07150 -3.67605 1.60139 0.738 -0.173 1.063
C 2.20576 -4.69088 1.45113 0.033 -0.240 0.217
C 0.00000 0.00000 0.00000 -0.579 0.167 -0.135
C 1.24532 -2.45476 -0.86821 -0.260 0.363 -1.079
H -0.78972 -0.74031 0.21188 0.448 0.194 -0.015
H 0.12837 0.64140 0.88811 -0.036 -0.324 -0.390
H 2.98235 -4.42178 0.71553 -0.381 0.029 0.290
H 4.37783 -9.26462 1.58845 -0.869 0.569 -0.238
H 1.79467 -5.67874 1.18328 0.267 0.365 0.073
H 0.37806 -4.10639 2.34932 0.121 0.433 -0.375
H 1.47037 -2.73073 2.01698 -0.328 -0.311 -0.258
H 3.04454 -9.26339 0.78409 0.617 0.564 0.656
H 2.22725 -2.94489 -1.01322 -0.528 0.243 0.185
H 0.79887 -2.29316 -1.86822 -0.007 -0.840 0.467
H 2.67442 -4.76312 2.44700 0.080 -0.180 -0.447
H -0.32579 0.62992 -0.84479 0.156 -0.285 0.310

# 8
19
Properties=species:S:1:pos:R:3:forces:R:3 method="wB97M-V/def2-TZVPD" spin_multiplicity=1 e_above_lowest_kcal_mol=21.8 orbital_gap_ev=9.2 smiles=CCSSCC.O total_energy_ev=-28059.9228
S -2.09734 -1.74693 -0.11069 0.539 1.329 1.077
S -0.67866 -1.99421 1.32456 0.819 -0.662 -0.308
O 5.94340 3.15250 -2.03918 -0.984 0.223 0.288
C -2.43519 0.10148 0.23475 -0.181 -1.333 -0.699
C 1.54723 -0.52573 0.46192 -1.110 -0.317 0.355
C 0.99661 -1.96527 0.44456 -1.647 -0.010 0.707
C -3.95189 0.18499 0.23116 -1.178 1.506 -0.069
H 0.75006 0.05324 -0.07854 1.226 -0.179 0.077
H -4.33772 0.99692 0.87316 0.444 0.214 -0.433
H -4.37018 0.36932 -0.78291 0.275 -0.281 0.618
H -4.49259 -0.64849 0.68679 0.589 -0.422 -0.327
H 5.26557 2.78624 -1.45182 0.493 -0.424 0.090
H 1.52898 -0.11093 1.48738 0.108 -0.398 -0.368
H -1.90977 0.53712 -0.60936 -0.527 0.599 -0.166
H 0.77712 -2.40012 -0.52714 0.174 0.405 -0.284
H 2.56792 -0.42626 0.08105 -0.342 0.071 -0.318
H 1.42272 -2.79136 1.00257 1.040 0.404 0.225
H -1.95252 0.52398 1.12958 -0.230 -0.927 -0.084
H 5.42627 3.90350 -2.35782 0.490 0.202 -0.377

# 9
20
Properties=species:S:1:pos:R:3:forces:R:3 method="wB97M-V/def2-TZVPD" spin_multiplicity=1 e_above_lowest_kcal_mol=24.9 orbital_gap_ev=7.9 smiles="CSP=P(C)(C)SC" total_energy_ev=-44589.9023
S -2.34387 -0.05053 -0.58858 0.434 -0.394 -0.444
S 1.99617 0.71480 0.41747 0.341 0.500 0.436
P 0.66843 -0.90649 0.13529 -0.061 -0.037 -1.027
P -1.34242 -1.08989 0.94856 0.744 0.212 -0.452
C 0.80642 -1.15532 -1.74685 -2.978 -3.340 3.373
C 1.56361 -2.28316 0.89966 0.425 0.622 -0.956
C -2.78721 1.49721 0.19043 -0.194 0.972 0.040
C 0.88297 2.18313 0.29207 -1.692 -2.741 2.797
H 1.52360 -2.11016 1.92604 -0.376 0.053 1.972
H 0.04217 1.96960 1.05665 1.516 0.648 -0.696
H 0.33515 2.08302 -0.59454 -0.209 0.779 -1.771
H -0.34910 -1.30876 -1.77288 1.976 0.340 -1.396
H -2.97213 2.31664 -0.52827 0.266 -0.528 -0.041
H 1.43590 3.05248 0.56291 0.228 0.619 -0.323
H 1.29195 -2.19071 -1.78611 -0.467 1.648 -0.543
H -1.99801 1.83907 0.88734 -0.759 -0.327 -0.171
H 1.23328 -0.35482 -2.26894 0.462 0.874 -0.766
H 2.61415 -2.24949 0.68182 0.578 -0.017 -0.511
H -3.75279 1.28607 0.63684 0.101 0.412 0.688
H 1.15172 -3.24269 0.65110 -0.335 -0.295 -0.212

# 10
17
Properties=species:S:1:pos:R:3:forces:R:3 method="wB97M-V/def2-TZVPD" spin_multiplicity=2 total_charge=-1 e_above_lowest_kcal_mol=15.2 orbital_gap_ev="2.6 / 8.7" s_squared=0.75 total_energy_ev=-15175.7179
S 0.00051 0.63918 -2.03600 -0.187 -0.243 -0.049
C -1.44942 2.34461 -0.44137 2.083 -2.362 2.626
C 1.13168 -1.70405 2.99968 0.902 -0.537 0.954
C -1.28995 0.83448 -0.76654 -1.937 1.345 -1.577
C 1.45079 -2.55533 1.76381 -0.106 1.645 -0.337
H -1.20474 0.20177 0.09961 0.464 -0.152 0.316
H 0.16955 -1.87064 3.46642 -0.506 0.278 -0.367
H -2.30615 0.64135 -1.20213 1.029 -0.751 -0.087
H 2.20226 -3.28321 1.99935 -0.002 -0.804 -0.168
H 1.80614 -1.92836 3.83363 0.227 -0.565 -0.078
H -0.63934 2.48809 0.31980 -0.086 1.004 -1.224
H 1.84834 -1.91401 0.97300 0.534 0.175 0.174
H -2.29630 2.44135 0.18187 -1.567 0.332 0.407
H -1.49575 2.92661 -1.31884 0.328 0.881 -0.695
H 0.95871 -0.07560 -1.36514 -0.132 -0.032 0.247
H 0.58155 -2.87870 1.21015 -0.391 -0.875 0.422
H 1.38963 -0.66405 2.89937 -0.654 0.660 -0.564

# 11
17
Properties=species:S:1:pos:R:3:forces:R:3 method="wB97M-V/def2-TZVPD" spin_multiplicity=1 e_above_lowest_kcal_mol=17.3 orbital_gap_ev=9.5 smiles=CSC.CC total_energy_ev=-15176.9568
S 0.47724 -0.41471 1.25931 -0.319 0.197 1.051
C -1.88091 0.65377 -2.84421 -0.718 0.225 1.310
C -0.65642 0.51892 -1.95761 1.622 0.918 -0.709
C 0.22182 0.29628 3.00810 -0.141 -0.758 -1.950
C 2.01483 -1.37531 1.23111 -0.409 -0.486 0.867
H 2.46740 -1.49865 2.21894 0.075 0.641 -0.038
H 0.13977 -0.19091 -2.22782 -0.802 -0.575 -0.191
H 2.68517 -0.89035 0.52755 0.163 -0.402 0.034
H 1.06265 0.04568 3.64366 -0.007 0.266 0.077
H -0.84965 0.40328 -0.90398 -0.323 -0.087 0.137
H -2.52384 -0.21492 -2.78284 0.145 -0.570 -0.601
H 0.09508 1.33135 2.73650 0.333 0.489 0.660
H -2.54936 1.39459 -2.37761 0.353 0.225 -0.221
H -1.67953 0.99618 -3.84966 0.070 -0.292 -0.262
H 1.75119 -2.41404 1.01399 0.181 0.245 -0.682
H -0.73204 -0.06905 3.38059 0.206 -0.240 0.154
H -0.04339 1.42790 -2.07602 -0.429 0.203 0.367

# 12
17
Properties=species:S:1:pos:R:3:forces:R:3 method="wB97M-V/def2-TZVPD" spin_multiplicity=1 e_above_lowest_kcal_mol=34.6 orbital_gap_ev=9.9 smiles=CCC.CS total_energy_ev=-15176.2044
S -1.97186 -0.92879 -1.20139 0.661 -1.761 -2.340
C 2.09733 1.27861 1.06235 -0.405 -1.978 -0.502
C 2.30403 0.19270 2.17155 0.114 1.645 0.023
C -3.74670 -1.53535 -1.43563 1.465 -0.478 0.049
C 3.30666 2.14105 0.74330 0.982 0.019 0.984
H 4.31884 1.63660 0.83018 -1.331 -0.093 -0.901
H 2.94552 -0.55326 1.73953 1.330 -0.032 0.516
H -3.95393 -2.10715 -0.51709 -0.586 0.804 -0.359
H 3.49733 2.90606 1.45812 -0.366 0.946 0.966
H -4.44401 -0.78221 -1.82226 0.288 0.029 0.855
H -3.69325 -2.27036 -2.21325 0.058 -0.475 -0.454
H 2.52907 0.64115 3.17316 0.580 -0.568 -0.919
H 2.07807 0.63088 0.11422 -1.111 1.009 1.093
H 3.12454 2.68099 -0.17716 0.431 -0.210 -0.454
H 1.13366 1.84893 1.28289 1.354 -0.585 -0.784
H 1.46372 -0.42333 2.35751 -1.586 -0.156 -0.028
H -1.21778 -1.80961 -2.25301 -1.877 1.885 2.255